[1]
Below is a cluster of 2 separate species, C12H21N in total, with properties calculated with ωB97M-V with the def2-TZVPD basis set.

Each line ends with the Löwdin charge.
Element x y z (Å)
C1 0.214505 2.450112 -0.161665  -0.1266
C2 -1.102526 1.999570 0.223169  -0.1482
C3 -1.732658 0.803080 0.207989  -0.2856
C4 -3.075063 0.525170 0.802171  -0.0707
C5 -1.085311 -0.475017 -0.359340  -0.4095
C6 -0.907431 -0.099571 -1.888086  -0.0296
C7 -2.000208 -1.752886 -0.494865  -0.0513
C8 0.287111 -0.914270 0.255936  -0.2772
C9 0.772078 -0.268793 1.554560  -0.0159
N1 0.907432 -1.846041 -0.352322  0.0252
C10 2.061304 -2.544667 0.159345  -0.1401
H1 0.755953 2.685271 0.699810  0.0585
H2 0.861080 1.791102 -0.717553  0.0469
H3 0.109797 3.445304 -0.654295  0.1036
H4 -1.835385 2.837832 0.595716  0.1381
H5 -3.950411 0.115527 0.265453  0.0797
H6 -3.013436 -0.237514 1.547648  0.0635
H7 -3.461259 1.570841 1.231817  0.1185
H8 -0.324480 -0.850561 -2.426482  0.0797
H9 -0.399935 0.857447 -1.817777  0.0535
H10 -1.930565 -0.115915 -2.243537  0.0828
H11 -1.227476 -2.347144 -1.127646  0.1042
H12 -2.163594 -2.292214 0.412237  0.0683
H13 -2.867668 -1.511707 -1.045254  0.0552
H14 1.310865 -0.977579 2.246985  0.0897
H15 1.493786 0.440976 1.242942  0.0226
H16 -0.069333 0.271417 2.107422  0.1061
H17 1.809242 -3.141182 1.135802  0.1136
H18 3.021441 -1.971452 0.508094  0.0737
H19 2.477328 -3.198978 -0.522567  0.0262
C11 3.591285 1.744130 -0.563277  0.0131
C12 3.870559 0.770849 0.099385  0.0077
H20 3.407722 2.428011 -1.327943  0.0160
H21 4.195243 -0.191133 0.406114  0.0081

Cartesian forces (eV/Å) of the 2 atoms listed first:
C 0.29 1.35 -1.30
C -4.57 0.04 1.14

The SMILES is C/C=C(/C)C(C)(C)/C(C)=N/C.C#C. The frontier orbital gap comes out at 9.49 eV.


[2]
Below is a structure of composition C32H41BF7GeMoNPSe, with properties calculated with ωB97M-V with the def2-TZVPD basis set.

Each line ends with the Löwdin charge.
Element x y z (Å)
Mo1 0.099973 -0.742255 -0.760043  0.8949
C1 2.990173 -2.864055 0.153457  -0.1228
C2 3.446073 -1.927755 -0.960643  -0.5083
C3 4.963973 -1.788255 -0.937843  -0.1072
P1 2.433573 -0.350155 -0.766943  0.9999
C4 3.382273 0.785345 -1.901943  -0.5170
C5 3.024473 2.243045 -1.653743  -0.1155
C6 3.059073 0.387345 -3.338143  -0.1113
C7 2.803273 0.152145 0.922957  -0.2888
C8 4.000673 0.637445 1.421157  -0.0708
C9 4.163373 0.927345 2.766557  -0.2992
C10 5.460873 1.479745 3.286057  -0.0703
C11 3.082573 0.697745 3.621457  -0.0509
C12 1.881173 0.213145 3.156757  -0.0119
C13 1.689973 -0.065255 1.783557  -0.3208
N1 0.531473 -0.497255 1.254257  -0.1358
C14 -0.606527 -0.621255 2.058457  -0.2892
C15 -1.022227 -1.898855 2.472357  -0.2574
C16 -0.258527 -3.097255 1.992957  -0.0619
C17 -2.134827 -2.036055 3.279857  -0.0231
C18 -2.850927 -0.929755 3.718857  -0.2961
C19 -4.058327 -1.100255 4.592057  -0.0579
C20 -2.446227 0.324445 3.292357  -0.0269
C21 -1.346227 0.500245 2.467357  -0.2092
C22 -0.985327 1.866245 1.974657  -0.0334
H1 3.420073 -3.858355 0.029657  0.0832
H2 1.901573 -2.954255 0.139557  0.0375
H3 3.302973 -2.475155 1.123757  0.0813
H4 3.138173 -2.359355 -1.918843  0.0924
H5 5.284473 -1.215255 -0.070943  0.0620
H6 5.341473 -1.323555 -1.844043  0.0644
H7 5.416473 -2.776755 -0.864743  0.0759
H8 4.449573 0.638345 -1.699643  0.0909
H9 1.997273 2.417545 -1.960143  0.0452
H10 3.673873 2.899845 -2.232243  0.0772
H11 3.130273 2.496145 -0.600343  0.0670
H12 1.985873 0.472745 -3.501143  0.0608
H13 3.344273 -0.641555 -3.539643  0.0690
H14 3.574173 1.036645 -4.045943  0.0787
H15 4.831773 0.806645 0.747557  0.1018
H16 6.202373 1.530945 2.490157  0.0673
H17 5.854773 0.855045 4.088557  0.0714
H18 5.320173 2.483945 3.688857  0.0726
H19 3.192173 0.919845 4.676257  0.1088
H20 1.062673 0.053345 3.846257  0.1130
H21 -0.263327 -3.126955 0.888857  0.0245
H22 -0.718427 -4.013455 2.354657  0.0772
H23 0.779873 -3.059255 2.331557  0.0788
H24 -2.449727 -3.028655 3.576957  0.1160
H25 -3.812727 -1.641855 5.504757  0.0726
H26 -4.825927 -1.663555 4.063357  0.0766
H27 -4.475427 -0.134355 4.864557  0.0689
H28 -3.012627 1.194645 3.598057  0.1108
H29 -1.540927 2.632545 2.512257  0.0749
H30 -1.237027 1.929845 0.909957  0.0496
H31 0.082773 2.057145 2.076757  0.0747
C23 -3.414927 2.115145 -2.020443  -0.2020
Ge1 -1.472127 2.019945 -2.503243  0.7460
C24 -0.947727 3.953545 -2.679743  -0.2344
C25 -1.362427 1.205245 -4.314643  -0.2176
C26 -0.299227 1.147345 -1.230843  -0.4358
H32 -3.829927 3.060145 -2.357943  0.0074
H33 -3.568827 2.033945 -0.949443  0.0081
H34 -3.964027 1.314145 -2.500643  -0.0103
H35 -1.663727 4.477945 -3.305143  0.0007
H36 0.034473 4.072245 -3.127143  -0.0031
H37 -0.933627 4.448545 -1.712843  0.0044
H38 -2.129527 1.589645 -4.982143  0.0084
H39 -1.481627 0.129645 -4.226243  -0.0007
H40 -0.390427 1.402045 -4.756543  0.0038
H41 0.327373 1.906445 -0.758643  -0.0541
F1 0.801473 -3.282355 -2.141043  0.0669
B1 0.454973 -1.994555 -2.448443  -0.8470
F2 0.508373 -1.879455 -3.790343  0.1073
F3 -7.880827 -0.071955 -1.732843  0.0985
C27 -6.598027 -0.418955 -1.514143  -0.1340
C28 -5.796327 -0.832355 -2.574943  -0.1525
F4 -6.321127 -0.877955 -3.814243  0.0979
C29 -4.484027 -1.213855 -2.349543  -0.2732
F5 -3.728627 -1.599655 -3.387043  0.0779
C30 -3.928927 -1.208455 -1.067343  -0.4960
Se1 -2.237927 -1.932055 -0.666343  0.7941
C31 -4.759727 -0.792555 -0.025743  -0.2570
F6 -4.278427 -0.790755 1.221757  0.0832
C32 -6.069327 -0.399955 -0.227443  -0.1397
F7 -6.840027 -0.029855 0.812857  0.0987

Cartesian forces (eV/Å) of the 2 atoms listed first:
Mo -2.13 3.59 0.03
C -0.16 -0.02 -0.10

The frontier orbital gap (spin up / spin down) comes out at 6.21 / 7.18 eV. The expectation value of S² is 2.035. Its spin multiplicity is 3. The net charge is -1.


[3]
Below is an isolated molecule of C4H5NO, with properties calculated with ωB97M-V with the def2-TZVPD basis set.

Each line ends with the Löwdin charge.
Element x y z (Å)
N1 -0.165877 -2.470995 -0.325817  0.1430
C1 0.154056 -1.340431 -0.674116  -0.1841
C2 0.634169 -0.171655 -1.065543  -0.1052
C3 0.479305 1.093911 -0.345717  -0.1160
C4 -0.206561 1.222894 0.790086  -0.2163
O1 -0.779086 0.124695 1.376341  -0.0162
H1 -1.130600 -2.738243 -0.519828  0.0774
H2 1.088186 -0.154503 -2.051444  0.1019
H3 0.914725 1.983125 -0.791944  0.0994
H4 -0.427460 2.183698 1.250802  0.1105
H5 -0.613509 0.169295 2.324187  0.1058

Cartesian forces (eV/Å) of the 2 atoms listed first:
N 0.17 0.63 -0.14
C -0.05 -0.42 0.01

The SMILES is N=C=C/C=C\O. The frontier orbital gap comes out at 8.70 eV.


[4]
Below is a structure of composition C3H5NO3, with properties calculated with ωB97M-V with the def2-TZVPD basis set.

Each line ends with the Löwdin charge.
Element x y z (Å)
C1 1.015349 0.394879 1.599244  -0.3225
C2 0.932473 -1.114139 -0.307887  -0.3639
C3 -1.454590 0.626974 -0.996424  -0.1465
N1 0.379206 -0.301826 0.593999  0.1086
O1 0.528839 1.057567 2.436580  0.1165
O2 0.349305 -1.707611 -1.141640  0.0995
O3 -1.294728 0.066040 0.264835  -0.0544
H1 2.039110 0.101466 1.729641  0.1315
H2 2.017948 -1.103091 0.001186  0.1532
H3 -0.682706 1.387213 -1.195278  0.1013
H4 -2.498064 0.807519 -1.287748  0.1058
H5 -1.332143 -0.214993 -1.696509  0.0708

Cartesian forces (eV/Å) of the 2 atoms listed first:
C -0.06 -1.33 0.17
C 1.73 0.24 1.31

The frontier orbital gap comes out at 9.71 eV.


DFT total energy in eV, matching the order above: -14269.524 -188048.878 -7764.503 -10820.552
Relative energy (zero: lowest compared OMol25 entry of this formula, charge and spin) in eV, matching the order above: 3.4276 1.1042 2.0235 5.1358